# C80H60ClN4O12

A cluster of 7 separate species, C80H60ClN4O12 in total in a non-equilibrium geometry (ωB97M-V/def2-TZVPD, the Open Molecules 2025 dataset).

## Properties
Charge: +3
Energy above the lowest of the compared OMol25 structures with the same formula, charge and spin in eV: 8.8958
DFT total energy in a.u.: -4665.11512
LUMO in Ha: -0.375
Frontier orbital gap in eV: 1.134
Strongest force on any atom in Eh/bohr: 0.0956

Geometry as XYZ:
```
157
Properties=species:S:1:pos:R:3:forces:R:3:mulliken_charge:R:1
C -9.0881 -2.6603 -5.3127 0.115 1.266 0.822 -0.930
N -7.6233 -2.7551 -5.6472 -0.075 -0.641 -0.291 0.048
C -7.2725 -3.2571 -6.8732 1.690 0.255 2.917 -0.415
C -5.8898 -3.4984 -7.0312 -1.302 -0.171 -2.744 -0.492
C -4.9117 -3.1623 -6.1695 1.606 0.011 3.194 1.095
C -5.3370 -2.6076 -4.8976 0.404 -1.410 -1.442 -0.697
C -6.6870 -2.4510 -4.6595 -0.351 0.412 -1.803 -0.282
C -3.4105 -3.5739 -6.4156 0.402 0.362 -0.893 1.129
C -3.0700 -4.5134 -7.4592 1.866 0.515 1.657 -0.690
C -1.6962 -4.8346 -7.6691 -1.458 0.908 1.067 -0.380
N -0.6872 -4.2161 -6.9581 -0.459 -0.993 -0.582 0.046
C -0.9587 -3.3406 -6.0014 -2.428 0.254 0.843 -0.219
C -2.3090 -2.9943 -5.7066 -0.494 -0.765 -1.059 -0.806
C 0.7641 -4.4656 -7.2835 -1.162 -1.345 -0.485 -0.881
H -9.5454 -1.8743 -5.9137 -0.039 -0.507 -0.536 0.393
H -9.1911 -2.2385 -4.3129 0.337 -0.232 0.146 0.315
H -9.6245 -3.6089 -5.2865 0.404 -0.046 -0.549 0.377
H -8.0484 -3.5499 -7.5650 -0.008 0.112 -0.024 0.472
H -5.5596 -3.9246 -7.9670 -0.395 -0.129 -0.229 0.337
H -4.5945 -2.5548 -4.1150 -0.250 0.603 0.271 0.425
H -7.0897 -1.9180 -3.8109 -0.001 -0.505 0.334 0.396
H -3.8108 -5.0957 -7.9870 0.053 0.069 -0.121 0.398
H -1.4530 -5.6444 -8.3409 0.420 0.186 -0.141 0.427
H -0.1495 -2.9899 -5.3781 0.129 0.239 -0.197 0.468
H -2.5128 -2.2556 -4.9456 0.256 -0.051 0.163 0.395
H 0.8584 -4.0045 -8.2666 0.968 0.517 0.501 0.359
H 0.9116 -5.5300 -7.4666 -0.294 -0.132 0.058 0.367
H 1.3827 -4.2643 -6.4089 0.046 0.790 -0.507 0.344
C 1.1821 1.2097 -11.6032 -0.497 0.213 -1.358 -0.925
N 0.3756 1.5571 -10.4369 3.833 0.050 2.090 0.039
C -0.9120 1.2888 -10.4485 -0.863 1.777 3.682 -0.110
C -1.6328 1.7466 -9.3009 0.186 0.278 -0.313 -0.639
C -1.0580 2.4866 -8.1982 -1.071 -1.360 -1.474 0.808
C 0.3306 2.5805 -8.2547 -0.410 0.181 0.467 -0.615
C 1.0732 2.0867 -9.3032 -2.765 0.390 -0.906 -0.366
C -1.8941 3.0072 -7.0277 1.690 -1.052 1.633 1.154
C -3.2101 3.3031 -7.2428 -0.628 1.413 -1.003 -0.691
C -4.0062 3.7589 -6.2262 0.490 -0.115 0.276 -0.392
N -3.5272 3.7466 -4.9712 -2.543 1.282 0.716 -0.004
C -2.3240 3.3863 -4.6081 1.827 0.302 -1.947 -0.275
C -1.4329 3.1178 -5.6642 0.012 -0.691 -0.461 -0.755
C -4.3144 4.5590 -4.0006 -0.942 -0.057 0.541 -0.980
H 2.2668 1.1937 -11.4967 -0.284 -0.096 0.635 0.362
H 0.9415 2.0094 -12.3037 0.223 -0.196 -0.424 0.390
H 0.7819 0.2685 -11.9799 0.393 0.044 -0.171 0.313
H -1.4622 0.7732 -11.2217 0.615 0.056 -0.438 0.468
H -2.6677 1.4788 -9.4547 -0.385 0.392 0.879 0.419
H 0.7882 3.1022 -7.4272 0.617 -0.106 -0.120 0.431
H 2.1277 2.3037 -9.2172 0.274 -0.609 -1.150 0.404
H -3.4681 3.5618 -8.2592 -0.673 -0.607 -0.166 0.484
H -4.9584 4.2517 -6.3563 -0.085 -0.205 -0.121 0.485
H -2.1023 3.5686 -3.5669 0.547 -0.400 0.008 0.470
H -0.3935 3.0345 -5.3831 0.128 -0.369 -0.148 0.392
H -4.0476 4.4254 -2.9523 0.664 -0.166 -0.266 0.365
H -5.3637 4.2646 -4.0161 0.026 0.122 -0.444 0.358
H -4.1862 5.6018 -4.2909 -0.105 -0.064 0.126 0.411
Cl 1.6365 0.0390 0.8496 0.443 1.176 -1.011 1.576
O 0.3914 -0.5016 0.3807 -1.013 -0.698 -0.439 -0.674
O 1.4406 1.4987 0.9436 0.842 -1.153 -0.363 -0.647
O 1.9575 -0.4910 2.1296 0.264 -0.191 0.486 -0.597
O 2.6798 -0.3422 -0.1287 -0.787 0.867 0.866 -0.658
C -10.6399 3.6434 3.7832 0.777 -0.454 -0.845 -0.598
C -10.9886 4.0648 4.9986 0.679 0.817 3.860 -0.468
C -10.0639 3.9287 6.0850 0.055 -0.739 -0.443 -0.569
C -8.8346 3.2387 5.9346 0.433 0.498 -0.377 0.361
C -8.5447 2.6885 4.6949 -0.163 -0.669 -3.487 0.481
C -9.4561 2.9275 3.6412 -0.409 0.423 -0.724 -0.518
C -7.2415 1.9291 4.2953 0.971 0.795 -0.578 0.416
O -6.8378 1.6585 3.1466 -1.831 0.648 2.232 -0.671
C -6.3706 1.6244 5.4705 0.208 -1.078 0.131 0.305
C -5.3770 0.6213 5.3495 -0.080 0.331 0.292 -0.564
C -4.6865 0.1679 6.4703 -0.781 0.694 -0.935 -0.491
C -5.0183 0.6683 7.7145 0.529 1.271 0.857 -0.407
C -5.9440 1.7061 7.9239 -0.565 -0.700 -3.011 -0.783
C -6.6428 2.1769 6.7214 1.315 -0.626 2.594 0.526
C -7.7178 3.1531 6.9740 -3.398 0.563 1.573 0.456
O -7.9584 3.7029 8.0556 1.404 -0.737 -1.488 -0.613
H -11.2657 3.9596 2.9618 0.076 -0.533 -0.389 0.375
H -11.9337 4.5620 5.1601 0.012 0.149 0.183 0.389
H -10.2985 4.3007 7.0714 -0.035 0.177 -0.001 0.461
H -9.3768 2.7009 2.5882 1.281 -0.816 0.095 0.291
H -5.1425 0.2185 4.3753 -0.144 0.061 -0.110 0.423
H -3.8691 -0.5342 6.3972 -0.100 -0.137 -0.161 0.404
H -4.3199 0.3485 8.4738 -0.522 -0.078 0.708 0.338
H -6.2589 2.0738 8.8893 0.291 0.143 -0.023 0.458
C 4.8968 5.4692 17.3881 1.614 0.287 0.017 -0.658
C 3.9499 4.5056 17.4768 -0.982 -1.688 0.122 -0.208
C 3.5980 3.6842 16.3944 0.309 1.021 0.552 -0.642
C 4.1314 3.9915 15.1467 -0.203 -0.901 -1.566 0.437
C 5.1755 4.9373 15.0607 0.287 -0.141 -0.011 0.094
C 5.6241 5.5538 16.2160 -0.113 0.955 -0.417 -0.479
C 5.7996 5.3458 13.7624 1.192 1.893 -0.923 0.402
O 6.7107 6.2353 13.6544 -3.347 -3.584 0.309 -0.660
C 5.1135 4.7054 12.5331 0.531 0.881 -1.832 0.351
C 5.4957 5.1539 11.2343 1.118 0.007 0.647 -0.759
C 4.9866 4.6273 10.0826 -1.310 -1.557 -0.312 -0.532
C 4.0067 3.5670 10.1232 1.848 3.323 -1.479 -0.388
C 3.5694 3.2046 11.3265 -0.700 -1.265 1.336 -0.737
C 4.0957 3.7583 12.5075 0.477 -0.269 2.013 0.762
C 3.5888 3.2829 13.8497 0.624 1.556 0.564 0.442
O 2.6991 2.4910 13.9167 -0.723 -0.998 0.359 -0.622
H 5.2281 6.0456 18.2392 -0.177 0.007 0.148 0.376
H 3.5181 4.2246 18.4260 -0.168 0.358 0.184 0.355
H 2.9132 2.8981 16.6763 -0.168 -0.182 -0.927 0.422
H 6.4907 6.1928 16.1318 -0.018 0.182 0.022 0.456
H 6.3255 5.8407 11.1565 -0.093 0.354 0.139 0.421
H 5.2795 4.9264 9.0870 0.374 0.394 0.145 0.381
H 3.5828 3.3166 9.1619 -0.095 -0.726 0.189 0.372
H 2.8512 2.3980 11.3353 -0.278 0.092 0.719 0.413
C 10.3078 4.5050 -0.2985 -1.422 -1.237 -0.009 -0.539
C 9.0210 4.9736 -0.2970 -1.950 1.989 -0.633 -0.416
C 8.7185 6.2555 -0.7952 2.086 0.099 -0.426 -0.675
C 9.7911 7.0018 -1.3881 -1.631 -0.171 1.223 0.433
C 11.0280 6.3860 -1.5741 1.338 1.394 0.812 0.374
C 11.2843 5.1677 -0.9727 0.919 -0.419 0.531 -0.512
C 12.1967 7.1474 -2.2259 0.283 -2.345 -1.135 0.262
O 13.3469 6.7045 -2.1727 -1.888 1.308 0.141 -0.588
C 11.7188 8.1498 -3.2394 -1.344 0.414 1.719 0.555
C 12.4557 8.4532 -4.3463 0.401 2.458 -2.033 -0.597
C 11.9973 9.5038 -5.1925 -0.939 -1.230 0.948 -0.493
C 10.7269 10.0512 -4.9669 2.258 0.911 -1.798 -0.369
C 9.9686 9.7760 -3.8877 0.057 -1.215 1.106 -0.753
C 10.4535 8.7932 -2.9933 0.242 0.890 0.222 0.426
C 9.5510 8.4366 -1.8092 -0.716 -1.174 -2.755 0.266
O 8.5127 9.0582 -1.6363 1.255 -0.555 0.794 -0.600
H 10.4029 3.5173 0.1278 0.724 -0.018 0.099 0.359
H 8.1584 4.4205 0.0441 0.265 -0.380 0.419 0.388
H 7.7363 6.7025 -0.7523 -0.032 -0.049 0.111 0.451
H 12.2489 4.6924 -0.8735 0.427 0.506 -0.738 0.424
H 13.4313 8.0836 -4.6257 0.018 -0.592 0.659 0.423
H 12.5626 9.8739 -6.0350 0.200 -0.254 -0.008 0.409
H 10.4434 10.8290 -5.6606 -0.344 0.090 -0.046 0.343
H 9.0477 10.3379 -3.8361 -0.215 -0.428 0.794 0.427
C -1.1521 -9.6803 -0.0765 -2.317 0.638 -3.965 -0.425
C -0.7618 -10.2227 1.0425 2.428 -0.617 3.736 -0.495
C -0.3551 -11.5577 1.1442 -1.079 0.316 1.574 -0.648
C -0.7866 -12.4295 0.1973 0.622 -1.579 -0.430 0.169
C -1.3460 -11.9160 -0.9599 -1.418 0.865 -1.324 0.282
C -1.4931 -10.5349 -1.1338 1.121 -0.279 -0.147 -0.438
C -1.8847 -12.8081 -2.0298 0.795 -0.186 -2.431 0.384
O -2.2776 -12.4208 -3.1458 0.228 0.140 2.241 -0.672
C -1.6601 -14.2690 -1.8719 -0.297 -0.678 0.092 0.421
C -2.0895 -15.1732 -2.8424 -1.242 1.126 -0.316 -0.597
C -1.8671 -16.5135 -2.8037 1.201 -0.229 -0.172 -0.533
C -0.9660 -17.0534 -1.8389 -1.875 1.044 -0.979 -0.520
C -0.6263 -16.2078 -0.8051 0.291 0.056 -0.316 -0.594
C -0.9983 -14.8221 -0.8103 1.597 -0.437 1.897 0.741
C -0.5773 -13.9357 0.3691 -0.193 -1.023 0.605 0.446
O -0.1752 -14.4353 1.4168 -0.404 1.104 -1.560 -0.607
H -1.3579 -8.6208 -0.1151 0.086 0.102 -0.235 0.358
H -0.6513 -9.4930 1.8310 0.424 -0.469 0.667 0.354
H 0.0372 -11.9765 2.0591 0.244 0.160 0.094 0.453
H -1.6726 -10.1583 -2.1299 -0.650 -0.055 0.012 0.366
H -2.7320 -14.7675 -3.6099 0.079 0.000 -0.249 0.399
H -2.2970 -17.0225 -3.6536 0.182 -0.742 0.231 0.360
H -0.6742 -18.0892 -1.9310 0.166 0.015 0.382 0.394
H 0.0021 -16.6910 -0.0716 0.019 0.755 0.593 0.403
```
Forces are in eV/Å.